No. 1
The following is a quantum chemistry calculation of a 2-piece molecular cluster, CH2NP overall, from the OMol25 dataset.

```
! RIJCOSX wB97M-V def2-TZVPD def2/J DEFGRID3
* xyz 0 1
C -1.55030 -0.08836 -0.21300
N -2.63399 -0.40802 -0.37921
P 1.26130 0.63939 -0.34069
H 1.71648 0.57499 0.96649
H 1.20651 -0.71800 -0.03359
*
```

## Properties
**Energy relative to the best compared isomer or geometry (same formula, charge and spin)**: 3.7544 eV
**LUMO level (spin up / spin down)**: -3.395 / -3.185 eV

***

No. 2
The following is a quantum chemistry calculation of CH2O2Rb as an isolated structure, from the OMol25 dataset.

```
! RIJCOSX wB97M-V def2-TZVPD def2/J DEFGRID3
* xyz 0 2
H -1.01002 -1.21976 -0.22838
O -0.52074 0.67093 -0.75490
O 0.97236 -0.53429 0.73887
C -0.61650 -0.23081 0.15610
H -1.41641 -0.01815 0.92744
Rb 2.59132 1.33208 -0.83913
*
```

## Properties
**LUMO level (spin up / spin down)**: -0.856 / -0.848 eV

***

No. 3
The following is a quantum chemistry calculation of one molecule with the formula CH2O2S2, from the OMol25 dataset.

```
! RIJCOSX wB97M-V def2-TZVPD def2/J DEFGRID3
* xyz 0 1
C -0.00336 0.17849 -0.72824
O -0.53066 1.01984 1.63026
O 0.38605 -2.21617 -1.15783
S -0.26527 1.67732 0.18010
S -0.19769 -1.31165 -0.13017
H 0.16895 0.52529 1.85819
H 0.44197 0.12688 -1.65231
*
```

## Properties
**Energy relative to the best compared isomer or geometry (same formula, charge and spin)**: 1.7907 eV
**LUMO level**: -0.435 eV

***

No. 4
The following is a quantum chemistry calculation of a 2-piece molecular cluster, CH2O2S2 overall, from the OMol25 dataset.

```
! RIJCOSX wB97M-V def2-TZVPD def2/J DEFGRID3
* xyz 0 1
C 0.00048 0.80035 0.16115
O 2.23145 2.96241 1.24179
O -1.14774 2.71396 -0.79173
S 2.34804 4.29536 0.73141
S -1.24007 1.23208 -0.76245
H 0.44840 -0.19406 0.17284
H 0.53612 1.51699 0.71719
*
```

## Properties
**Energy relative to the best compared isomer or geometry (same formula, charge and spin)**: 2.9834 eV
**LUMO level (spin up / spin down)**: -1.435 / -1.430 eV

***

No. 5
The following is a quantum chemistry calculation of one molecule with the formula CH2O2S3, from the OMol25 dataset.

```
! RIJCOSX wB97M-V def2-TZVPD def2/J DEFGRID3
* xyz 0 1
O -0.28166 0.37073 -2.05810
S 0.28356 0.89273 -0.83921
O 1.39890 1.76525 -0.74906
S -1.16190 1.34965 0.53918
C 0.00351 -0.16371 0.56019
S -0.62745 -1.73132 0.04970
H 0.64226 -0.13689 1.29095
H -0.25723 -2.34644 1.20636
*
```

## Properties
**Energy relative to the best compared isomer or geometry (same formula, charge and spin)**: 1.5083 eV
**LUMO level**: -0.068 eV

***

No. 6
The following is a quantum chemistry calculation of a 2-piece molecular cluster, CH2O2S3 overall, from the OMol25 dataset.

```
! RIJCOSX wB97M-V def2-TZVPD def2/J DEFGRID3
* xyz 0 1
C -0.70544 -0.20238 -0.89014
O 1.09261 1.70316 0.91119
O 2.79477 -0.03506 0.98239
S -1.65287 0.15803 -2.18198
S -1.13444 -1.31058 0.39706
S 1.91496 0.84260 1.72189
H 0.14594 0.41644 -0.67466
H -2.45554 -1.57221 -0.26575
*
```

## Properties
**Energy relative to the best compared isomer or geometry (same formula, charge and spin)**: 0.6328 eV
**LUMO level**: -1.651 eV

***

No. 7
The following is a quantum chemistry calculation of one molecule with the formula CH2O3, from the OMol25 dataset.

```
! RIJCOSX wB97M-V def2-TZVPD def2/J DEFGRID3
* xyz 0 1
O -0.68994 0.10432 -0.41299
C 0.45225 -0.03788 0.28014
O 1.54625 -0.71516 -0.19334
O 1.66991 0.68346 -0.05880
H -0.60619 -0.46793 -1.20883
H 0.16417 0.13145 1.37837
*
```

## Properties
**Energy relative to the best compared isomer or geometry (same formula, charge and spin)**: 4.6110 eV
**LUMO level**: 0.750 eV

***

No. 8
The following is a quantum chemistry calculation of an isolated ion of composition CH2O3PS and charge -1, from the OMol25 dataset.

```
! RIJCOSX wB97M-V def2-TZVPD def2/J DEFGRID3
* xyz -1 1
O 2.50891 -0.43296 -1.01114
C 1.41481 0.04570 -0.73816
O 0.23568 -0.30580 -1.47050
P 1.18293 1.50032 0.35403
O -0.23852 1.84989 -0.05196
S 0.85806 0.03035 2.09929
H -0.47407 0.49076 -1.20563
H 0.09614 -0.77633 1.21785
*
```

## Properties
**Energy relative to the best compared isomer or geometry (same formula, charge and spin)**: 0.5751 eV
**LUMO level**: 3.684 eV

***

No. 9
The following is a quantum chemistry calculation of one molecule with the formula CH2O3S, from the OMol25 dataset.

```
! RIJCOSX wB97M-V def2-TZVPD def2/J DEFGRID3
* xyz 0 1
O 0.78187 -1.21079 -0.48869
C 0.15743 -0.03859 0.03749
O -0.09091 -0.18595 1.31632
O 0.36358 1.21489 -0.44929
S -1.30122 0.98708 -0.79129
H 0.19538 -1.54569 -1.18135
H -0.10612 0.77906 1.55681
*
```

## Properties
**Energy relative to the best compared isomer or geometry (same formula, charge and spin)**: 1.0833 eV
**LUMO level**: 0.081 eV

***

No. 10
The following is a quantum chemistry calculation of CH2O3S as an isolated structure, from the OMol25 dataset.

```
! RIJCOSX wB97M-V def2-TZVPD def2/J DEFGRID3
* xyz 0 1
C 0.20181 -1.44940 0.77950
O -0.51160 1.11628 0.66050
O -0.78406 -2.12220 0.69649
O 0.17348 1.34253 -1.73974
S -0.45124 0.31465 -0.56211
H 0.90305 -1.32312 1.56321
H 0.46856 2.12126 -1.39786
*
```

## Properties
**Energy relative to the best compared isomer or geometry (same formula, charge and spin)**: 2.1924 eV
**LUMO level (spin up / spin down)**: -0.424 / -0.530 eV

***

Number 1: maximum force 0.0826 hartree/bohr, energy -11843.3902 eV. Number 2: maximum force 0.0413 hartree/bohr, energy -5815.8107 eV. Number 3: maximum force 0.1061 hartree/bohr, energy -26832.2627 eV. Number 4: maximum force 0.0617 hartree/bohr, energy -26831.0700 eV. Number 5: maximum force 0.1219 hartree/bohr, energy -37667.6986 eV. Number 6: maximum force 0.0559 hartree/bohr, energy -37668.5742 eV. Number 7: maximum force 0.0600 hartree/bohr, energy -7207.9351 eV. Number 8: maximum force 0.0625 hartree/bohr, energy -27338.3908 eV. Number 9: maximum force 0.0567 hartree/bohr, energy -18044.7699 eV. Number 10: maximum force 0.0997 hartree/bohr, energy -18043.6608 eV.